[1]
Formula: C30H29ClN2O3PRe
Source: OMol25
Level of theory: the ωB97M-V functional and the def2-TZVPD basis

Calculated values
- Orbital gap (alpha / beta): 0.2971 / 0.2515 Eh
- Spin multiplicity: 4
- Net charge: +1
- ⟨S²⟩: 3.7701
- HOMO energy (alpha / beta): -10.7 / -10.9 eV
- E_tot: -2375.5298 Eh

Cartesian coordinates (Å):
1 Re -0.73 1.30 0.43
2 C -1.59 5.49 0.81
3 C -1.87 4.03 0.65
4 O -0.86 3.32 0.25
5 C -3.14 3.54 0.90
6 C -3.58 2.21 0.77
7 C -5.05 1.93 0.89
8 N -2.76 1.20 0.53
9 N -3.33 -0.07 0.40
10 C -2.42 -0.97 0.32
11 O -1.11 -0.67 0.35
12 C -2.77 -2.39 0.19
13 C -4.06 -2.78 -0.19
14 C -4.36 -4.12 -0.33
15 C -3.39 -5.09 -0.10
16 C -2.11 -4.71 0.29
17 C -1.80 -3.36 0.43
18 H -1.32 5.67 1.86
19 H -2.46 6.09 0.58
20 H -0.75 5.78 0.19
21 H -3.89 4.27 1.16
22 H -5.60 2.83 1.15
23 H -5.22 1.16 1.65
24 H -5.42 1.52 -0.05
25 H -4.81 -2.01 -0.36
26 H -5.36 -4.42 -0.62
27 H -3.63 -6.13 -0.22
28 H -1.36 -5.46 0.49
29 H -0.81 -3.05 0.75
30 C 5.55 2.46 0.46
31 C 4.38 3.07 0.91
32 C 3.16 2.43 0.74
33 C 3.11 1.19 0.12
34 C 4.28 0.57 -0.32
35 C 5.50 1.21 -0.15
36 P 1.54 0.29 -0.01
37 C 1.46 -0.28 -1.74
38 C 0.72 -1.40 -2.12
39 C 0.56 -1.70 -3.47
40 C 1.10 -0.88 -4.44
41 C 1.81 0.26 -4.07
42 C 1.99 0.56 -2.73
43 C 1.85 -1.14 1.08
44 C 2.03 -2.44 0.62
45 C 2.26 -3.46 1.52
46 C 2.32 -3.20 2.88
47 C 2.17 -1.89 3.34
48 C 1.94 -0.87 2.44
49 H 6.50 2.96 0.60
50 H 4.43 4.04 1.39
51 H 2.25 2.91 1.08
52 H 4.24 -0.41 -0.78
53 H 6.41 0.74 -0.49
54 H 0.24 -2.03 -1.38
55 H 0.00 -2.59 -3.76
56 H 0.97 -1.11 -5.49
57 H 2.23 0.91 -4.82
58 H 2.56 1.43 -2.44
59 H 2.03 -2.66 -0.44
60 H 2.40 -4.48 1.16
61 H 2.48 -4.00 3.59
62 H 2.26 -1.67 4.40
63 H 1.83 0.15 2.80
64 Cl -0.51 1.59 2.65
65 O -1.09 1.36 -1.80
66 H -0.89 2.23 -2.18
67 H -0.54 0.71 -2.28

Charges obtained by Löwdin population analysis, quoted in units of e: 1.249, 0.000, -0.433, -0.269, -0.015, -0.283, -0.011, -0.155, 0.119, -0.391, -0.284, -0.151, -0.021, -0.066, -0.071, -0.067, -0.026, 0.104, 0.091, 0.091, 0.117, 0.084, 0.094, 0.097, 0.113, 0.109, 0.109, 0.107, 0.100, -0.060, -0.064, -0.085, -0.371, -0.081, -0.057, 1.005, -0.375, -0.105, -0.050, -0.058, -0.060, -0.096, -0.348, -0.092, -0.067, -0.061, -0.054, -0.107, 0.113, 0.112, 0.092, 0.117, 0.113, 0.091, 0.118, 0.115, 0.115, 0.112, 0.096, 0.112, 0.112, 0.114, 0.065, 0.170, -0.080, 0.104, 0.055

---

[2]
Formula: C30H29N2O7PS4TeYb
Source: OMol25
Level of theory: the ωB97M-V functional and the def2-TZVPD basis

Calculated values
- Orbital gap (alpha / beta): 0.2229 / 0.2227 Eh
- Spin multiplicity: 2
- Net charge: -1
- ⟨S²⟩: 0.7508
- Relative energy (zero: lowest compared OMol25 entry of this formula, charge and spin): 0.0 kJ/mol
- HOMO energy (alpha / beta): -4.3 / -4.3 eV
- E_tot: -5157.9899 Eh

Cartesian coordinates (Å):
1 Yb 0.96 -0.39 -0.56
2 S 2.21 -2.03 -2.42
3 C 2.86 -3.30 -1.43
4 C 2.67 -4.64 -1.75
5 C 3.10 -5.65 -0.91
6 C 3.83 -5.38 0.22
7 C 4.10 -4.04 0.55
8 C 3.55 -3.03 -0.23
9 S 3.52 -1.31 0.40
10 C 3.25 -1.47 2.22
11 C 2.50 -0.29 2.73
12 C 2.91 0.38 3.88
13 C 2.05 1.32 4.44
14 C 0.80 1.49 3.87
15 C 0.47 0.75 2.76
16 C -0.96 0.79 2.35
17 S -1.47 -0.06 0.85
18 C -2.31 -1.57 1.31
19 C -3.57 -1.76 0.77
20 C -4.25 -3.00 0.83
21 C -3.64 -4.05 1.53
22 C -2.38 -3.86 2.11
23 C -1.69 -2.63 2.04
24 S -0.15 -2.51 2.82
25 N 1.33 -0.02 2.12
26 H 2.08 -4.90 -2.65
27 H 2.82 -6.67 -1.19
28 H 4.12 -6.16 0.86
29 H 4.67 -3.84 1.47
30 H 4.21 -1.56 2.74
31 H 2.59 -2.32 2.38
32 H 3.88 0.09 4.30
33 H 2.34 1.92 5.27
34 H 0.07 2.11 4.34
35 H -1.32 1.80 2.25
36 H -1.50 0.40 3.19
37 H -4.03 -0.93 0.24
38 H -5.25 -3.05 0.46
39 H -4.06 -5.03 1.64
40 H -1.84 -4.67 2.61
41 O -2.82 -2.95 -1.90
42 C -1.71 -2.20 -1.75
43 O -0.82 -2.45 -1.00
44 C -1.68 -0.99 -2.64
45 C -2.56 -0.77 -3.69
46 C -2.23 0.29 -4.54
47 C -1.12 1.05 -4.33
48 C -0.34 0.77 -3.22
49 N -0.65 -0.21 -2.39
50 C 1.02 1.46 -2.98
51 O 1.34 2.35 -3.79
52 O 1.71 0.99 -2.01
53 H -2.86 -3.55 -1.17
54 H -3.40 -1.39 -3.87
55 H -2.85 0.44 -5.39
56 H -0.84 1.86 -4.96
57 C -2.69 4.71 1.30
58 C -1.83 3.79 0.50
59 O -0.49 3.94 1.07
60 P 0.74 3.24 0.28
61 O 0.28 1.79 0.14
62 Te 2.90 3.69 1.27
63 O 0.53 3.81 -1.19
64 C 1.10 4.99 -1.68
65 C 0.21 5.43 -2.81
66 H -3.77 4.70 1.01
67 H -2.34 5.73 1.16
68 H -2.57 4.48 2.36
69 H -1.80 4.07 -0.56
70 H -2.14 2.75 0.56
71 H 2.13 4.79 -2.02
72 H 1.17 5.79 -0.93
73 H 0.19 4.62 -3.54
74 H 0.53 6.35 -3.25
75 H -0.79 5.67 -2.46

Charges obtained by Löwdin population analysis, quoted in units of e: 1.422, 0.526, -0.751, -0.138, -0.118, -0.100, -0.098, -0.509, 0.887, -0.390, -0.378, -0.028, -0.055, -0.030, -0.398, -0.388, 0.942, -0.530, -0.157, -0.133, -0.106, -0.148, -0.756, 0.571, 0.015, 0.104, 0.104, 0.075, 0.103, 0.084, 0.045, 0.117, 0.100, 0.115, 0.053, 0.098, 0.099, 0.080, 0.087, 0.084, 0.137, -0.470, 0.045, -0.176, 0.034, -0.035, 0.029, -0.133, 0.070, -0.568, 0.027, -0.208, 0.094, 0.112, 0.105, 0.114, -0.082, -0.281, -0.305, 0.131, -0.556, 0.281, -0.305, -0.329, -0.074, 0.087, 0.072, 0.077, 0.115, 0.080, 0.116, 0.104, 0.070, 0.061, 0.066

---

[3]
Formula: C30H29N4OPPtS2
Source: OMol25
Level of theory: the ωB97M-V functional and the def2-TZVPD basis

Calculated values
- Orbital gap: 0.2746 Eh
- Net charge: +2
- Relative energy (zero: lowest compared OMol25 entry of this formula, charge and spin): 123.9 kJ/mol
- HOMO energy: -13.6 eV
- E_tot: -2711.4628 Eh

Cartesian coordinates (Å):
1 Pt 0.72 0.08 -0.81
2 O 3.09 -0.34 -2.30
3 N 2.70 -0.22 -0.96
4 C 3.64 0.25 -0.22
5 C 3.61 0.20 1.23
6 C 4.86 0.39 1.84
7 C 5.04 0.15 3.19
8 C 3.97 -0.29 3.95
9 C 2.72 -0.46 3.36
10 C 2.51 -0.20 2.02
11 P 0.80 -0.25 1.42
12 C 0.05 -1.75 2.08
13 C 0.79 -2.93 2.14
14 C 0.19 -4.10 2.60
15 C -1.14 -4.09 2.99
16 C -1.88 -2.92 2.92
17 C -1.29 -1.75 2.47
18 C -0.01 1.15 2.23
19 C -0.24 2.34 1.56
20 C -0.83 3.42 2.21
21 C -1.18 3.30 3.55
22 C -0.94 2.12 4.23
23 C -0.36 1.05 3.59
24 H 2.93 -1.27 -2.52
25 H 4.56 0.54 -0.71
26 H 5.70 0.69 1.23
27 H 6.01 0.30 3.64
28 H 4.09 -0.49 5.00
29 H 1.90 -0.80 3.98
30 H 1.83 -2.94 1.84
31 H 0.77 -5.01 2.65
32 H -1.60 -5.00 3.36
33 H -2.92 -2.91 3.23
34 H -1.88 -0.84 2.42
35 H 0.08 2.45 0.53
36 H -0.99 4.35 1.69
37 H -1.64 4.14 4.06
38 H -1.21 2.03 5.28
39 H -0.20 0.13 4.13
40 S 1.14 2.11 -2.25
41 C 0.33 2.14 -3.79
42 N 0.90 1.57 -4.84
43 C 0.35 1.63 -6.20
44 C -1.16 1.75 -6.11
45 C -1.54 2.91 -5.21
46 N -0.83 2.78 -3.93
47 H 1.78 1.12 -4.67
48 H 0.65 0.73 -6.72
49 H 0.78 2.49 -6.72
50 H -1.58 0.82 -5.72
51 H -1.58 1.90 -7.11
52 H -2.61 2.91 -5.00
53 H -1.28 3.87 -5.67
54 H -1.12 3.32 -3.14
55 S -3.74 0.74 -0.41
56 C -2.12 1.08 -0.75
57 N -1.33 0.04 -0.88
58 C -2.04 -1.16 -0.70
59 C -1.53 -2.45 -0.82
60 C -2.39 -3.51 -0.63
61 C -3.74 -3.30 -0.33
62 C -4.26 -2.03 -0.23
63 C -3.39 -0.95 -0.43
64 H -1.76 2.08 -0.87
65 H -0.48 -2.60 -1.04
66 H -2.01 -4.52 -0.71
67 H -4.39 -4.15 -0.19
68 H -5.31 -1.86 -0.02

Charges obtained by Löwdin population analysis, quoted in units of e: 0.818, -0.077, -0.262, -0.031, -0.189, 0.000, -0.023, -0.018, -0.056, -0.263, 0.965, -0.372, -0.082, -0.051, -0.047, -0.053, -0.098, -0.339, -0.112, -0.054, -0.044, -0.042, -0.085, 0.118, 0.157, 0.128, 0.126, 0.126, 0.112, 0.114, 0.117, 0.118, 0.119, 0.111, 0.048, 0.116, 0.119, 0.120, 0.107, 0.636, -0.756, 0.039, -0.135, -0.150, -0.139, 0.036, 0.133, 0.132, 0.135, 0.126, 0.130, 0.130, 0.134, 0.127, 1.158, -0.468, -0.173, -0.326, -0.034, -0.049, -0.049, -0.057, -0.451, 0.066, 0.103, 0.120, 0.121, 0.122

---

[4]
Formula: C30H29NO9PdS3
Source: OMol25
Level of theory: the ωB97M-V functional and the def2-TZVPD basis

Calculated values
- Orbital gap (alpha / beta): 0.2986 / 0.2270 Eh
- Spin multiplicity: 3
- ⟨S²⟩: 2.0049
- HOMO energy (alpha / beta): -8.0 / -7.9 eV
- E_tot: -3214.7623 Eh

Cartesian coordinates (Å):
1 Pd -0.30 0.18 0.68
2 O 2.04 0.06 0.04
3 S 2.70 -0.76 -1.01
4 C 2.90 0.41 -2.46
5 C 1.70 1.35 -2.56
6 C 2.08 2.81 -2.27
7 C 2.52 3.04 -0.83
8 S 1.06 3.44 0.26
9 O 0.08 2.36 0.03
10 C 1.98 3.08 1.80
11 C 1.84 1.88 2.46
12 C 2.55 1.65 3.63
13 C 3.38 2.63 4.13
14 C 3.51 3.84 3.47
15 C 2.80 4.08 2.30
16 C 4.47 -0.68 -0.52
17 C 5.45 -1.25 -1.31
18 C 6.77 -1.20 -0.89
19 C 7.10 -0.59 0.31
20 C 6.11 -0.03 1.10
21 C 4.79 -0.08 0.68
22 H 2.97 -0.24 -3.34
23 H 3.84 0.94 -2.34
24 H 0.93 1.04 -1.85
25 H 1.26 1.29 -3.55
26 H 1.22 3.44 -2.50
27 H 2.89 3.11 -2.95
28 H 3.18 3.91 -0.75
29 H 3.00 2.16 -0.42
30 H 1.18 1.09 2.07
31 H 2.44 0.70 4.14
32 H 3.93 2.46 5.05
33 H 4.15 4.61 3.87
34 H 2.88 5.02 1.78
35 H 5.19 -1.72 -2.25
36 H 7.55 -1.64 -1.50
37 H 8.13 -0.57 0.64
38 H 6.36 0.44 2.04
39 H 3.99 0.34 1.28
40 O -2.44 0.11 -0.55
41 C -3.07 -0.90 -0.25
42 C -2.57 -2.25 -0.21
43 C -3.46 -3.30 -0.02
44 C -3.02 -4.61 0.04
45 C -1.64 -4.90 -0.06
46 C -0.75 -3.89 -0.22
47 C -1.16 -2.52 -0.34
48 O -0.28 -1.63 -0.59
49 N -3.96 -5.67 0.19
50 O -3.54 -6.82 0.26
51 O -5.15 -5.39 0.24
52 H -4.15 -0.80 0.00
53 H -4.52 -3.11 0.07
54 H -1.33 -5.94 0.00
55 H 0.31 -4.08 -0.31
56 C 1.11 -0.07 8.41
57 C 0.40 -0.15 7.09
58 C -0.02 1.00 6.43
59 C -0.66 0.92 5.21
60 C -0.89 -0.31 4.64
61 C -0.50 -1.47 5.28
62 C 0.14 -1.39 6.51
63 S -1.51 -0.42 2.97
64 O -1.38 0.96 2.43
65 O -2.84 -0.94 2.93
66 O -0.51 -1.29 2.32
67 H 1.34 0.96 8.66
68 H 2.04 -0.64 8.38
69 H 0.49 -0.49 9.20
70 H 0.16 1.97 6.88
71 H -0.98 1.80 4.68
72 H -0.70 -2.42 4.81
73 H 0.44 -2.30 7.02

Charges obtained by Löwdin population analysis, quoted in units of e: 1.106, -0.593, 1.048, -0.277, -0.232, -0.230, -0.293, 1.040, -0.569, -0.362, -0.090, -0.061, -0.072, -0.075, -0.090, -0.362, -0.088, -0.074, -0.078, -0.064, -0.070, 0.088, 0.090, 0.081, 0.119, 0.112, 0.117, 0.094, 0.069, 0.055, 0.115, 0.105, 0.106, 0.109, 0.112, 0.106, 0.105, 0.107, 0.091, -0.017, -0.212, -0.126, 0.061, -0.164, 0.012, 0.008, -0.361, -0.141, -0.373, 0.056, 0.059, 0.137, 0.129, 0.119, 0.114, -0.050, -0.276, -0.039, -0.060, -0.268, -0.048, -0.030, 0.482, -0.388, -0.264, -0.357, 0.073, 0.080, 0.085, 0.112, 0.113, 0.120, 0.116

---

[5]
Formula: C30H30AsN6O7P3Pt
Source: OMol25
Level of theory: the ωB97M-V functional and the def2-TZVPD basis

Calculated values
- Orbital gap (alpha / beta): 0.1931 / 0.1931 Eh
- Net charge: +2
- Relative energy (zero: lowest compared OMol25 entry of this formula, charge and spin): 16.3 kJ/mol
- HOMO energy (alpha / beta): -12.3 / -12.3 eV
- E_tot: -5395.3197 Eh

Cartesian coordinates (Å):
1 Pt 0.00 0.45 -0.17
2 C 2.47 5.52 -1.95
3 N 2.47 4.30 -1.14
4 C 3.46 3.75 -0.53
5 C 2.95 2.60 0.27
6 N 1.57 2.53 -0.11
7 C 1.27 3.47 -0.88
8 P -0.42 3.63 -1.69
9 C -0.26 2.10 -2.66
10 N -0.07 0.88 -2.17
11 C 0.00 0.01 -3.22
12 C -0.17 0.73 -4.37
13 N -0.33 2.03 -4.01
14 C -0.56 3.13 -4.95
15 C -1.46 2.96 -0.34
16 N -1.55 1.68 0.06
17 C -2.49 1.63 1.05
18 C -3.00 2.88 1.22
19 N -2.35 3.70 0.35
20 C -2.58 5.14 0.23
21 H 3.49 5.89 -2.02
22 H 1.83 6.26 -1.47
23 H 2.09 5.28 -2.94
24 H 4.46 4.15 -0.56
25 H 2.94 2.86 1.37
26 H 0.12 -1.05 -3.07
27 H -0.19 0.41 -5.40
28 H -0.85 2.71 -5.90
29 H 0.35 3.72 -5.08
30 H -1.36 3.77 -4.58
31 H -2.73 0.71 1.56
32 H -3.76 3.25 1.89
33 H -3.53 5.37 0.70
34 H -2.64 5.42 -0.82
35 H -1.79 5.69 0.72
36 O 1.64 0.43 4.25
37 P 1.62 1.19 2.87
38 O 2.38 2.46 2.90
39 O 0.28 1.08 2.24
40 O 2.63 0.13 1.99
41 P 2.99 -0.03 0.51
42 O 4.18 -1.00 0.34
43 O 3.62 1.39 0.03
44 O 1.88 -0.50 -0.38
45 H 2.23 0.84 4.90
46 H 5.03 -0.76 0.74
47 C -4.00 -3.38 3.99
48 C -2.98 -2.55 4.43
49 C -2.02 -2.10 3.54
50 C -2.08 -2.50 2.20
51 C -3.10 -3.32 1.76
52 C -4.07 -3.76 2.66
53 As -0.65 -1.88 1.05
54 C 0.81 -3.11 1.33
55 C 1.63 -3.18 2.44
56 C 2.66 -4.11 2.45
57 C 2.87 -4.93 1.35
58 C 2.05 -4.85 0.24
59 C 1.00 -3.93 0.22
60 C 0.02 -3.75 -0.87
61 C -0.01 -4.46 -2.07
62 C -1.02 -4.21 -2.99
63 C -1.99 -3.25 -2.74
64 C -1.96 -2.52 -1.56
65 C -0.96 -2.78 -0.63
66 H -4.75 -3.73 4.69
67 H -2.93 -2.26 5.47
68 H -1.23 -1.44 3.89
69 H -3.15 -3.64 0.73
70 H -4.86 -4.40 2.32
71 H 1.47 -2.54 3.30
72 H 3.30 -4.20 3.32
73 H 3.68 -5.65 1.36
74 H 2.22 -5.50 -0.61
75 H 0.73 -5.22 -2.28
76 H -1.05 -4.78 -3.91
77 H -2.78 -3.08 -3.46
78 H -2.71 -1.77 -1.37

Charges obtained by Löwdin population analysis, quoted in units of e: 1.009, 0.032, -0.024, 0.158, -0.320, 0.111, -0.320, 1.194, -0.453, -0.098, -0.056, -0.003, -0.112, 0.001, -0.433, -0.120, -0.074, -0.001, -0.110, 0.002, 0.112, 0.114, 0.100, 0.180, 0.141, 0.119, 0.141, 0.105, 0.096, 0.089, 0.119, 0.143, 0.105, 0.084, 0.104, -0.078, 0.241, -0.271, -0.365, -0.212, 0.357, -0.004, -0.073, -0.364, 0.104, 0.128, -0.067, -0.072, -0.119, -0.374, -0.091, -0.066, 1.326, -0.308, -0.089, -0.068, -0.058, -0.009, -0.190, -0.185, -0.009, -0.064, -0.085, -0.127, -0.349, 0.112, 0.110, 0.096, 0.097, 0.112, 0.104, 0.110, 0.112, 0.113, 0.113, 0.111, 0.108, 0.107

---

[6]
Formula: C30H30BN6O7P2Pt
Source: OMol25
Level of theory: the ωB97M-V functional and the def2-TZVPD basis

Calculated values
- Orbital gap: 0.2890 Eh
- Net charge: -1
- Relative energy (zero: lowest compared OMol25 entry of this formula, charge and spin): 0.0 kJ/mol
- HOMO energy: -5.6 eV
- E_tot: -2843.8583 Eh

Cartesian coordinates (Å):
1 Pt -0.10 -0.06 -0.74
2 C 0.97 4.57 1.83
3 C 0.38 3.72 0.76
4 C -0.45 4.09 -0.27
5 C -0.72 2.91 -0.99
6 N -0.11 1.90 -0.37
7 N 0.58 2.39 0.68
8 B 1.49 1.51 1.59
9 N 2.35 0.57 0.70
10 N 1.86 -0.09 -0.37
11 C 2.85 -0.75 -0.95
12 C 4.02 -0.53 -0.22
13 C 3.67 0.31 0.82
14 C 4.52 0.86 1.91
15 C 2.71 -1.53 -2.19
16 C 2.04 -1.00 -3.30
17 C 1.94 -1.74 -4.47
18 C 2.51 -3.00 -4.55
19 C 3.19 -3.52 -3.46
20 C 3.28 -2.79 -2.28
21 N 0.69 0.75 2.65
22 N -0.21 -0.19 2.30
23 C -0.71 -0.68 3.42
24 C -0.13 -0.04 4.54
25 C 0.76 0.86 4.01
26 C 1.67 1.81 4.73
27 C -1.70 -1.77 3.37
28 C -2.37 -2.18 4.52
29 C -3.30 -3.21 4.47
30 C -3.56 -3.85 3.26
31 C -2.89 -3.45 2.11
32 C -1.97 -2.41 2.16
33 C -1.52 2.79 -2.21
34 C -1.11 2.02 -3.30
35 C -1.88 1.95 -4.44
36 C -3.07 2.67 -4.53
37 C -3.47 3.46 -3.46
38 C -2.70 3.52 -2.31
39 H 0.62 5.60 1.71
40 H 2.06 4.58 1.78
41 H 0.69 4.23 2.82
42 H -0.80 5.08 -0.51
43 H 2.25 2.25 2.16
44 H 5.00 -0.92 -0.44
45 H 5.52 0.46 1.82
46 H 4.12 0.60 2.89
47 H 4.57 1.95 1.86
48 H 1.59 -0.02 -3.22
49 H 1.40 -1.33 -5.31
50 H 2.41 -3.58 -5.46
51 H 3.61 -4.52 -3.51
52 H 3.78 -3.21 -1.42
53 H -0.32 -0.21 5.58
54 H 1.53 1.69 5.80
55 H 1.46 2.85 4.47
56 H 2.72 1.62 4.50
57 H -2.18 -1.68 5.46
58 H -3.81 -3.52 5.37
59 H -4.28 -4.66 3.22
60 H -3.08 -3.92 1.16
61 H -1.45 -2.10 1.27
62 H -0.20 1.44 -3.22
63 H -1.57 1.31 -5.26
64 H -3.68 2.59 -5.42
65 H -4.41 4.00 -3.52
66 H -3.04 4.10 -1.47
67 O -3.84 -1.74 -0.76
68 P -3.00 -0.89 -1.85
69 O -3.89 -0.32 -2.87
70 O -2.11 0.00 -1.00
71 O -2.04 -2.00 -2.56
72 P -0.89 -2.94 -1.93
73 O -1.71 -3.97 -0.99
74 O -0.21 -3.69 -3.00
75 O -0.08 -2.07 -0.98
76 H -4.64 -2.08 -1.17
77 H -1.61 -4.84 -1.38

Charges obtained by Löwdin population analysis, quoted in units of e: 1.198, -0.022, -0.263, 0.031, -0.218, -0.060, 0.055, -0.492, 0.055, -0.060, -0.223, 0.035, -0.263, -0.022, -0.185, -0.047, -0.080, -0.099, -0.088, -0.033, 0.014, 0.132, -0.243, 0.014, -0.282, -0.031, -0.155, -0.051, -0.109, -0.106, -0.076, -0.010, -0.177, -0.045, -0.077, -0.092, -0.085, -0.033, 0.078, 0.081, 0.070, 0.111, 0.108, 0.112, 0.078, 0.074, 0.081, 0.089, 0.104, 0.099, 0.098, 0.113, 0.096, 0.076, 0.062, 0.065, 0.097, 0.090, 0.091, 0.087, 0.086, 0.083, 0.105, 0.099, 0.097, 0.111, -0.123, 0.204, -0.276, -0.421, -0.264, 0.213, -0.132, -0.268, -0.427, 0.076, 0.071